No. 1
Entry from the OMol25 dataset: a structure of composition C43H63N4O4S2W at a distorted geometry (wB97M-V/def2-TZVPD).

Results
- LUMO level (spin up / spin down): -10.2 / -10.2 eV
- HOMO level (spin up / spin down): -0.5877 / -0.5877 Eh
- Molar mass: 948.0 g mol⁻¹
- Orbital gap (spin up / spin down): 5.7 / 5.7 eV

Geometry as ORCA input:
```
! RIJCOSX wB97M-V def2-TZVPD def2/J DEFGRID3
* xyz 3 1
W 16.99 -4.68 17.00
C 18.92 -7.55 17.78
N 19.06 -6.18 17.21
C 20.14 -5.53 18.00
C 19.54 -6.35 15.81
C 18.41 -6.74 14.93
N 17.21 -5.82 15.01
C 17.33 -4.79 13.88
C 18.65 -4.11 13.86
C 19.48 -4.16 12.76
C 20.70 -3.49 12.78
C 20.90 -2.60 13.79
C 20.08 -2.44 14.90
C 19.05 -3.37 14.98
O 18.27 -3.67 16.16
C 20.43 -1.30 15.90
C 21.31 -1.89 17.02
C 21.22 -0.20 15.19
C 19.14 -0.66 16.45
C 21.76 -3.73 11.73
C 23.07 -3.00 12.08
C 21.24 -3.23 10.38
C 22.06 -5.24 11.68
C 16.04 -6.67 14.67
C 14.68 -6.02 14.65
C 13.65 -6.69 14.05
C 12.33 -6.30 14.28
C 12.10 -5.12 14.94
C 13.10 -4.33 15.47
C 14.35 -4.90 15.41
O 15.41 -4.45 16.16
C 12.68 -2.94 16.00
C 11.46 -2.42 15.22
C 12.20 -3.00 17.48
C 13.82 -1.91 15.84
C 11.19 -7.22 13.80
C 11.37 -8.57 14.56
C 9.80 -6.64 14.07
C 11.34 -7.43 12.30
H 19.89 -8.01 17.82
H 18.23 -8.16 17.19
H 18.54 -7.49 18.78
H 21.08 -5.98 17.69
H 19.99 -5.70 19.06
H 20.19 -4.46 17.75
H 20.30 -7.15 15.74
H 20.00 -5.42 15.48
H 18.05 -7.75 15.18
H 18.75 -6.74 13.90
H 16.52 -4.09 14.03
H 17.16 -5.32 12.93
H 19.18 -4.75 11.90
H 21.76 -1.97 13.69
H 22.24 -2.25 16.59
H 20.84 -2.74 17.52
H 21.56 -1.15 17.75
H 22.29 -0.42 15.19
H 21.14 0.72 15.74
H 20.87 -0.08 14.16
H 19.38 -0.14 17.36
H 18.35 -1.38 16.60
H 18.75 0.03 15.75
H 22.98 -1.91 12.03
H 23.84 -3.31 11.35
H 23.45 -3.26 13.09
H 21.06 -2.19 10.42
H 20.33 -3.75 10.09
H 22.00 -3.43 9.64
H 22.38 -5.66 12.64
H 22.86 -5.42 10.96
H 21.16 -5.79 11.34
H 16.06 -7.46 15.41
H 16.23 -7.11 13.68
H 13.84 -7.61 13.49
H 11.06 -4.81 15.03
H 10.49 -2.84 15.53
H 11.59 -2.56 14.15
H 11.41 -1.35 15.43
H 11.43 -3.78 17.57
H 11.79 -2.04 17.75
H 13.02 -3.22 18.15
H 13.87 -1.61 14.79
H 14.78 -2.27 16.16
H 13.59 -0.98 16.37
H 11.37 -8.39 15.67
H 12.30 -9.06 14.27
H 10.55 -9.24 14.36
H 9.59 -6.47 15.12
H 9.06 -7.38 13.68
H 9.62 -5.72 13.52
H 12.33 -7.82 12.03
H 11.21 -6.48 11.79
H 10.62 -8.14 11.93
C 19.01 -2.38 19.19
C 18.39 -3.65 19.69
N 17.70 -4.60 19.03
C 17.18 -5.54 19.91
C 17.58 -5.40 21.20
S 18.48 -3.99 21.33
C 16.22 -6.49 19.44
C 15.52 -7.30 20.28
S 14.60 -8.38 19.41
C 15.13 -7.73 17.92
N 15.98 -6.70 18.07
C 14.60 -8.48 16.72
H 18.81 -2.22 18.14
H 20.07 -2.31 19.42
H 18.60 -1.55 19.77
H 17.32 -5.94 22.08
H 15.52 -7.27 21.37
H 13.90 -9.23 17.08
H 15.43 -9.00 16.22
H 14.06 -7.84 16.04
O 16.54 -2.77 17.65
C 15.60 -2.98 18.49
O 15.22 -4.15 18.60
H 15.17 -2.16 19.08
*
```

No. 2
Entry from the OMol25 dataset: a cluster of 12 separate species, C44H68N4O8 in total at a distorted geometry (wB97M-V/def2-TZVPD).

Results
- ΔE to the lowest compared entry with this formula, charge and spin: 30.21 kJ/mol
- LUMO level: 0.3 eV
- HOMO level: -0.3466 Eh
- Molar mass: 781.0 g mol⁻¹
- SMILES: c1ccncc1.c1ccncc1.c1ccncc1.c1ccncc1.CC(C)=O.CC(C)=O.CC(C)=O.CC(C)=O.CC(C)=O.CC(C)=O.CC(C)=O.CC(C)=O
- Orbital gap: 9.7 eV

Geometry as ORCA input:
```
! RIJCOSX wB97M-V def2-TZVPD def2/J DEFGRID3
* xyz 0 1
C -2.59 1.68 -3.13
C -1.29 1.85 -3.56
C -1.07 2.32 -4.85
N -2.04 2.70 -5.68
C -3.29 2.72 -5.16
C -3.60 2.13 -3.96
H -2.76 1.28 -2.13
H -0.44 1.50 -2.99
H -0.06 2.26 -5.24
H -4.07 3.14 -5.78
H -4.64 2.08 -3.63
C 3.87 2.61 -2.23
C 2.88 2.32 -1.32
C 1.69 3.04 -1.36
N 1.40 3.82 -2.39
C 2.36 4.07 -3.30
C 3.61 3.51 -3.28
H 4.78 2.02 -2.25
H 3.00 1.58 -0.53
H 0.86 2.97 -0.66
H 2.11 4.79 -4.07
H 4.31 3.71 -4.07
C 3.68 -1.36 -3.06
C 3.26 -2.63 -3.45
C 4.11 -3.35 -4.28
N 5.28 -2.91 -4.70
C 5.67 -1.68 -4.34
C 4.87 -0.85 -3.57
H 3.04 -0.75 -2.44
H 2.33 -2.99 -3.04
H 3.78 -4.34 -4.57
H 6.55 -1.29 -4.84
H 5.05 0.20 -3.37
C 4.19 0.01 2.47
C 4.55 -0.69 3.63
C 5.07 0.01 4.69
N 5.41 1.29 4.67
C 5.23 1.93 3.50
C 4.54 1.36 2.44
H 3.65 -0.52 1.70
H 4.25 -1.73 3.68
H 5.31 -0.50 5.61
H 5.56 2.95 3.43
H 4.37 2.02 1.59
C -4.28 1.02 3.48
C -3.58 1.01 2.17
C -4.31 0.62 0.93
O -2.41 1.33 2.06
H -4.02 0.14 4.08
H -5.35 0.96 3.28
H -4.08 1.89 4.09
H -5.21 0.01 1.02
H -3.65 0.12 0.21
H -4.59 1.54 0.42
C 1.54 -0.42 5.67
C 0.34 0.50 5.82
C -0.21 0.74 7.23
O -0.28 0.84 4.84
H 2.28 0.04 6.34
H 1.95 -0.21 4.68
H 1.31 -1.46 5.88
H 0.39 1.55 7.65
H -0.14 -0.17 7.82
H -1.20 1.17 7.09
C -6.24 -2.59 -1.51
C -5.70 -1.26 -1.95
C -4.34 -1.21 -2.62
O -6.29 -0.24 -1.73
H -5.87 -2.62 -0.48
H -5.91 -3.49 -2.01
H -7.33 -2.58 -1.55
H -4.07 -2.16 -3.07
H -3.58 -1.03 -1.86
H -4.38 -0.37 -3.31
C -2.63 -2.70 5.08
C -1.13 -2.93 4.96
C -0.52 -2.73 3.61
O -0.49 -3.33 5.91
H -2.78 -2.64 6.16
H -3.14 -3.59 4.71
H -2.99 -1.80 4.59
H 0.56 -2.84 3.61
H -0.86 -1.79 3.18
H -0.85 -3.49 2.89
C 0.63 0.43 1.70
C 0.81 -0.19 0.33
C -0.27 0.03 -0.69
O 1.84 -0.79 0.10
H -0.13 -0.14 2.23
H 0.21 1.44 1.68
H 1.51 0.39 2.34
H -0.43 1.11 -0.76
H -1.21 -0.40 -0.37
H 0.14 -0.33 -1.63
C -0.29 4.77 2.58
C 1.14 4.35 2.62
C 1.61 3.58 3.85
O 1.88 4.61 1.71
H -0.25 5.85 2.46
H -0.85 4.57 3.50
H -0.88 4.38 1.75
H 2.52 3.08 3.51
H 1.03 2.67 4.07
H 1.76 4.18 4.74
C -1.61 -1.26 -5.11
C -0.13 -1.34 -4.89
C 0.75 -1.38 -6.12
O 0.38 -1.42 -3.80
H -1.96 -0.28 -5.44
H -2.10 -1.43 -4.15
H -1.98 -2.00 -5.82
H 1.68 -0.84 -5.97
H 0.19 -0.97 -6.97
H 0.98 -2.41 -6.42
C 0.12 -2.90 -1.40
C -1.27 -3.50 -1.26
C -1.42 -4.97 -1.64
O -2.22 -2.84 -0.93
H 0.05 -1.95 -0.87
H 0.41 -2.75 -2.44
H 0.83 -3.53 -0.86
H -0.76 -5.55 -0.98
H -1.03 -5.15 -2.65
H -2.47 -5.24 -1.58
*
```